Record 1
{"formula": "C31H43Cl25I2N4O5PS", "method": "wB97M-V/def2-TZVPD", "elements": ["C", "C", "C", "I", "N", "C", "N", "P", "N", "N", "C", "I", "C", "C", "O", "Cl", "C", "C", "C", "C", "C", "O", "O", "C", "C", "C", "C", "C", "C", "C", "C", "C", "C", "C", "S", "O", "O", "H", "H", "H", "H", "H", "H", "H", "H", "H", "H", "H", "H", "H", "H", "H", "H", "H", "H", "H", "H", "H", "H", "H", "H", "H", "H", "H", "H", "H", "H", "H", "H", "H", "H", "H", "C", "Cl", "Cl", "Cl", "H", "C", "Cl", "Cl", "Cl", "H", "C", "Cl", "Cl", "Cl", "H", "C", "Cl", "Cl", "Cl", "H", "C", "Cl", "Cl", "Cl", "H", "C", "Cl", "Cl", "Cl", "H", "C", "Cl", "Cl", "Cl", "H", "C", "Cl", "Cl", "Cl", "H"], "coordinates": [[5.17518, -0.31887, -0.59115], [3.72683, 0.11922, -0.47854], [3.15613, 0.84140, -1.71379], [4.11056, 0.35796, -3.62575], [1.70732, 0.87495, -1.75484], [1.07798, 1.83435, -2.44507], [1.16698, 3.11848, -2.20681], [2.03851, 3.88551, -0.88305], [1.21767, 4.95738, -0.14298], [0.12787, 1.46417, -3.39900], [-1.06094, 0.86550, -2.71484], [-2.28793, 2.65286, -2.28911], [-1.77722, 0.11018, -3.83395], [-3.16337, -0.42053, -3.62195], [-4.07316, 0.09430, -3.10940], [-3.37909, -2.03829, -4.36960], [-0.61394, 0.07002, -1.43586], [-0.68839, 0.89402, -0.13460], [-0.15775, 0.19744, 1.12224], [-0.39479, 1.14891, 2.35097], [-0.96726, 0.38933, 3.51464], [-1.95993, 0.74548, 4.06354], [-0.33085, -0.71408, 3.93110], [-1.40104, -1.23784, -1.14796], [-2.74546, -1.01551, -0.43076], [-3.77502, -2.15840, -0.60463], [-5.17222, -1.58505, -0.47903], [-6.11248, -1.68692, -1.49896], [-7.36734, -1.10282, -1.34194], [-7.68052, -0.40774, -0.17787], [-6.75255, -0.31210, 0.85431], [-5.50332, -0.90167, 0.69694], [0.88314, -0.35284, -1.68309], [1.06411, -1.38178, -2.81589], [2.22362, -2.73554, -2.52457], [2.97601, -2.95883, -3.71897], [1.43526, -3.83088, -2.04869], [5.31365, -1.23212, -1.16020], [5.49308, -0.54210, 0.42362], [5.82461, 0.47638, -0.93901], [3.08984, -0.69900, -0.15213], [3.70487, 0.86070, 0.32132], [3.54349, 1.84507, -1.60071], [0.61936, 3.73368, -2.79984], [2.40374, 2.79693, -0.07414], [3.20280, 4.42425, -1.45838], [0.28008, 5.12234, -0.48639], [0.51489, 0.81381, -4.07667], [-1.85209, 0.80779, -4.66956], [-1.15827, -0.69762, -4.21488], [-0.10641, 1.81348, -0.21008], [-1.70368, 1.21241, 0.06638], [0.91856, 0.05421, 1.03684], [-0.65447, -0.74190, 1.33564], [-1.07706, 1.93575, 2.06100], [0.56546, 1.57667, 2.62935], [0.26264, -1.06170, 3.25532], [-0.77618, -1.87039, -0.52031], [-1.61599, -1.83360, -2.03245], [-2.62181, -0.91747, 0.64405], [-3.21110, -0.08433, -0.74349], [-3.63988, -2.85979, 0.21702], [-3.63612, -2.69012, -1.54206], [-5.84515, -2.20779, -2.40569], [-8.07908, -1.17929, -2.15050], [-8.64876, 0.05763, -0.06459], [-6.95226, 0.22358, 1.76870], [-4.76917, -0.82212, 1.48557], [1.14428, -0.87900, -0.77080], [0.16162, -1.92985, -3.06141], [1.40771, -0.95698, -3.75396], [3.07815, -2.32304, -1.55183], [6.16781, 0.32055, 3.63284], [5.13706, 1.49677, 2.80159], [5.78643, -1.31634, 3.09204], [7.86606, 0.69193, 3.37390], [5.96140, 0.38450, 4.69327], [-2.96315, 2.40016, 6.99160], [-4.68294, 2.46589, 7.37400], [-2.41793, 3.92661, 6.29478], [-2.01778, 1.99721, 8.42753], [-2.80728, 1.62144, 6.25526], [6.75095, -1.39560, -6.94122], [5.38662, -0.40010, -6.37989], [6.86994, -1.32262, -8.68860], [8.24591, -0.87508, -6.17133], [6.55599, -2.41885, -6.64951], [-1.87840, 3.46226, 12.15525], [-1.60961, 5.19019, 12.38211], [-0.36494, 2.56633, 12.31717], [-3.08602, 2.86081, 13.28971], [-2.25335, 3.30938, 11.15186], [4.45287, -0.87140, -12.24343], [4.16139, -0.31318, -10.59307], [3.58157, 0.12334, -13.40685], [6.18137, -0.88346, -12.59340], [4.08598, -1.88549, -12.32400], [-1.83055, -5.93075, 0.67221], [-0.99202, -7.06499, 1.72629], [-2.69559, -4.71953, 1.61858], [-0.69838, -5.15528, -0.43775], [-2.55557, -6.48245, 0.08883], [5.18090, 5.60967, 4.55699], [6.01849, 4.05591, 4.52890], [4.46163, 5.95245, 2.97837], [3.95507, 5.63793, 5.81926], [5.90645, 6.38280, 4.77049], [-5.93939, -4.15984, 4.36150], [-5.71145, -3.12086, 2.94520], [-7.56742, -4.83008, 4.37942], [-4.73265, -5.44377, 4.38418], [-5.81347, -3.55482, 5.24906]], "atomic_forces_ev_per_a": [[-0.11, -0.23, 0.72], [-0.04, 0.25, -0.36], [1.00, 0.14, 0.71], [-0.40, -0.06, 0.44], [0.14, -0.37, -0.69], [-0.61, 0.22, -0.65], [1.56, -0.19, 0.29], [-0.96, 1.54, 1.06], [-0.03, -0.53, -0.68], [-0.46, -0.04, 0.56], [-0.59, 0.74, -0.08], [-0.06, -0.16, 0.05], [0.54, 0.03, -0.28], [0.32, -0.97, -0.46], [-0.80, 0.76, 0.63], [0.16, 0.06, -0.07], [0.09, -0.67, 0.05], [0.69, -0.02, 0.25], [0.00, 0.96, 0.49], [0.61, -0.91, -0.90], [-0.11, 0.48, -0.24], [-0.71, 0.26, 0.69], [0.19, -0.47, -0.04], [-0.69, 0.22, 0.12], [-0.22, -0.31, -0.08], [-0.18, 0.56, 0.33], [0.04, -0.07, 0.12], [-0.02, 0.20, 0.53], [0.28, 0.02, 0.07], [-0.01, -0.06, 0.05], [0.46, -0.23, -0.39], [-0.25, -0.01, -0.46], [-0.55, -0.67, 0.08], [0.65, 0.46, -0.33], [-0.45, -1.08, -1.06], [0.34, 0.47, -0.04], [-0.08, 0.15, 0.87], [0.04, 0.05, -0.36], [0.17, -0.09, 0.09], [0.06, 0.05, -0.29], [0.00, -0.16, -0.04], [-0.28, 0.02, 0.18], [-0.26, 0.30, -0.25], [-0.07, -0.11, -0.16], [0.21, -0.20, -0.39], [0.17, -0.66, -0.19], [-0.09, 0.28, 0.40], [0.16, -0.10, 0.14], [-0.16, 0.12, -0.08], [0.14, -0.17, 0.16], [-0.11, 0.20, -0.12], [-0.18, -0.09, -0.18], [0.09, -0.36, -0.02], [0.03, -0.28, -0.31], [-0.16, 0.19, 0.27], [-0.01, 0.24, 0.20], [0.21, 0.10, 0.11], [0.13, -0.19, -0.03], [0.19, 0.07, -0.28], [0.30, 0.21, 0.13], [-0.03, 0.10, -0.25], [0.11, -0.16, -0.27], [-0.08, -0.06, -0.15], [-0.08, -0.06, -0.15], [-0.15, 0.03, 0.02], [-0.08, 0.00, -0.05], [-0.25, 0.06, 0.06], [0.05, 0.03, 0.16], [0.25, 0.19, 0.21], [-0.20, -0.13, 0.33], [0.19, 0.20, -0.02], [-0.17, 0.18, 0.06], [0.08, -0.04, -0.10], [-0.13, -0.19, -0.14], [-0.01, -0.05, 0.08], [-0.06, 0.01, 0.01], [-0.04, 0.01, 0.00], [-0.06, -0.01, -0.03], [0.02, -0.01, -0.01], [0.02, 0.00, -0.02], [0.05, -0.04, 0.02], [0.02, 0.00, -0.01], [0.22, -0.01, -0.07], [-0.01, -0.03, -0.36], [0.05, -0.03, 0.07], [-0.04, -0.01, 0.03], [-0.06, 0.01, 0.04], [0.00, 0.02, 0.06], [0.00, -0.01, -0.02], [-0.02, -0.01, -0.05], [0.00, -0.01, -0.03], [0.00, 0.00, -0.01], [0.03, 0.08, -0.05], [-0.11, 0.01, -0.03], [0.00, -0.03, 0.01], [0.00, -0.03, 0.02], [0.00, -0.01, 0.01], [0.07, 0.02, 0.05], [-0.02, 0.00, -0.02], [0.05, -0.13, 0.13], [0.01, 0.02, -0.05], [-0.01, 0.00, -0.01], [-0.08, -0.05, 0.07], [0.12, 0.27, 0.14], [0.00, 0.01, -0.02], [0.02, 0.01, -0.02], [0.01, 0.01, -0.02], [-0.04, -0.09, -0.11], [-0.04, -0.01, 0.09], [0.00, 0.03, 0.01], [0.00, -0.01, 0.11], [0.03, 0.02, 0.00]], "homo_lumo_gap_ev": 6.376, "multiplicity": 1, "energy_ev": -398419.34120, "charge": 1, "lumo_energy_ev": -4.3726, "fmax_ev_per_a": 2.10}

---

Record 2
{"formula": "C23H22N2O3", "method": "wB97M-V/def2-TZVPD", "elements": ["C", "O", "C", "O", "C", "C", "N", "C", "C", "C", "C", "O", "C", "C", "C", "N", "C", "C", "C", "C", "C", "C", "C", "C", "C", "C", "C", "C", "H", "H", "H", "H", "H", "H", "H", "H", "H", "H", "H", "H", "H", "H", "H", "H", "H", "H", "H", "H", "H", "H"], "coordinates": [[-2.29351, 1.15435, 3.89015], [-1.42243, 0.98757, 2.78219], [-1.97689, 0.58579, 1.64770], [-3.15626, 0.40270, 1.50000], [-0.95741, 0.34378, 0.55554], [-1.37251, 1.10731, -0.70465], [-0.24060, 1.20595, -1.62233], [-0.57988, 1.96304, -2.81536], [0.60899, 2.15671, -3.72768], [0.40050, 2.32990, -5.09118], [1.47276, 2.53766, -5.94531], [1.21731, 2.70115, -7.26870], [2.76832, 2.56686, -5.44815], [2.97874, 2.39116, -4.08411], [4.32037, 2.41823, -3.55761], [5.38974, 2.43892, -3.14083], [1.90416, 2.18816, -3.22476], [-0.81091, -1.16414, 0.32288], [0.07895, -1.82473, 1.35137], [1.43922, -1.82731, 1.15118], [2.31238, -2.40543, 2.08213], [1.82227, -2.98192, 3.22421], [0.43306, -2.99178, 3.47822], [-0.08527, -3.56842, 4.66021], [-1.43377, -3.55864, 4.90768], [-2.31530, -2.97334, 3.98824], [-1.84422, -2.40947, 2.82871], [-0.45890, -2.40445, 2.53373], [-1.69576, 1.48922, 4.73209], [-3.06230, 1.89719, 3.67650], [-2.77664, 0.21114, 4.14746], [-0.00096, 0.74595, 0.89307], [-2.23939, 0.61615, -1.16891], [-1.68348, 2.11781, -0.43374], [0.04708, 0.27493, -1.90296], [-1.40699, 1.51697, -3.38444], [-0.91622, 2.95823, -2.50661], [-0.59976, 2.30701, -5.50711], [2.03131, 2.84294, -7.76209], [3.60660, 2.72301, -6.11649], [2.06638, 2.05788, -2.16378], [-1.78675, -1.64636, 0.25373], [-0.35311, -1.34319, -0.65401], [1.84739, -1.37258, 0.25525], [3.37885, -2.39696, 1.89724], [2.49793, -3.42808, 3.94324], [0.59554, -4.01560, 5.37367], [-1.81781, -4.00206, 5.81754], [-3.37846, -2.96489, 4.19098], [-2.55235, -1.95833, 2.14589]], "atomic_forces_ev_per_a": [[-0.52, 0.05, 0.39], [0.55, 0.17, 0.24], [0.12, -0.24, -0.48], [-0.46, 0.02, 0.06], [-0.04, 0.35, 0.14], [0.11, -0.28, -0.05], [-0.20, 0.13, 0.02], [0.19, 0.14, -0.03], [0.00, -0.09, -0.22], [-0.05, -0.01, 0.05], [0.34, 0.03, 0.05], [-0.28, 0.00, -0.14], [0.09, 0.01, -0.02], [-0.16, 0.00, -0.04], [-0.20, 0.00, -0.10], [0.11, 0.00, 0.04], [0.01, -0.01, 0.21], [0.30, -0.33, -0.23], [0.05, 0.05, -0.17], [-0.40, 0.04, -0.07], [0.13, -0.22, 0.43], [0.18, 0.17, -0.32], [-0.08, 0.06, -0.11], [-0.44, 0.01, 0.07], [0.46, -0.15, 0.22], [-0.08, 0.24, -0.43], [-0.20, -0.15, 0.25], [0.21, -0.09, 0.23], [0.18, -0.01, -0.11], [0.02, -0.04, -0.08], [0.02, -0.01, -0.09], [0.02, -0.03, -0.05], [-0.07, 0.03, 0.08], [0.04, 0.05, -0.01], [0.05, 0.00, 0.00], [-0.01, 0.00, -0.04], [-0.07, -0.05, 0.10], [0.01, -0.02, 0.00], [0.04, -0.01, 0.09], [0.02, -0.01, 0.03], [0.02, -0.01, -0.02], [-0.08, 0.13, 0.12], [0.06, 0.14, 0.01], [-0.03, -0.01, -0.02], [0.00, 0.01, -0.02], [-0.03, -0.02, 0.03], [0.05, 0.00, -0.02], [-0.01, 0.00, -0.01], [-0.01, 0.00, 0.00], [0.04, -0.04, 0.01]], "homo_lumo_gap_ev": 8.619, "multiplicity": 1, "energy_ev": -33331.17959, "lumo_energy_ev": 0.4096, "e_above_lowest_kj_mol": 182.3, "fmax_ev_per_a": 0.65, "smiles": "COC(=O)[C@H](CNCc1cc(O)cc(C#N)c1)Cc1cccc2ccccc12"}

---

Record 3
{"formula": "C3H5N2", "method": "wB97M-V/def2-TZVPD", "elements": ["C", "C", "C", "N", "N", "H", "H", "H", "H", "H"], "coordinates": [[-3.22259, -0.04241, -0.03368], [-2.06666, 0.12432, 0.01373], [1.01818, 0.38997, 0.15646], [2.26535, 0.01968, -0.04292], [0.00134, -0.40085, 0.15055], [-4.36787, 0.04193, -0.07242], [1.05316, 1.50518, 0.30637], [2.96938, 0.66431, 0.06868], [2.36390, -0.94716, -0.23932], [-0.01420, -1.35498, -0.30744]], "atomic_forces_ev_per_a": [[-5.82, 0.06, -0.17], [8.56, -0.68, 0.50], [1.25, 2.94, -0.17], [-3.19, -2.00, -0.16], [-5.33, -0.82, -1.16], [2.49, -0.33, 0.05], [-1.45, -1.19, 0.23], [2.08, 1.27, 0.17], [1.27, -0.77, -0.19], [0.12, 1.52, 0.91]], "homo_lumo_gap_ev": 8.501, "multiplicity": 1, "energy_ev": -6158.60750, "charge": 1, "lumo_energy_ev": -7.1814, "e_above_lowest_kj_mol": 702.9, "fmax_ev_per_a": 8.61}

---

Record 4
{"formula": "C5H18NO2", "method": "wB97M-V/def2-TZVPD", "elements": ["C", "C", "C", "C", "C", "N", "H", "H", "H", "H", "H", "H", "H", "H", "H", "H", "H", "H", "H", "H", "H", "H", "O", "H", "H", "O"], "coordinates": [[-1.02768, 1.45919, -0.31156], [-0.18297, 0.19114, -0.43621], [1.29199, 0.26670, -0.08815], [2.14167, 0.73003, -1.27187], [1.58353, 1.13483, 1.14997], [-0.78339, -0.87037, 0.50744], [-1.55938, 1.51740, 0.64025], [-1.70011, 1.54163, -1.16102], [-0.40232, 2.35104, -0.30991], [-0.35721, -0.20845, -1.41778], [1.67632, -0.72223, 0.16420], [3.15326, 0.89890, -0.90074], [1.74938, 1.60033, -1.76998], [2.23739, -0.02879, -2.05702], [1.07192, 0.82577, 2.05022], [1.41036, 2.18851, 0.93150], [2.64737, 1.03719, 1.37048], [-0.28543, -1.73753, 0.32592], [-1.78115, -1.00063, 0.39693], [-0.54616, -0.54367, 1.44085], [-3.72708, -0.15230, 2.44881], [-4.43190, -0.75901, 1.30775], [-3.63792, -0.23206, 1.48546], [0.34975, -2.88483, -2.21236], [0.74898, -3.73668, -1.04287], [0.36079, -2.86614, -1.24032]], "atomic_forces_ev_per_a": [[0.54, 0.38, 0.15], [-0.81, -0.29, 0.53], [0.58, 0.40, 0.22], [0.22, -0.64, -0.06], [0.52, 0.04, -0.72], [1.03, 0.70, -0.38], [-0.22, -0.16, -0.17], [-0.28, 0.01, 0.24], [0.13, -0.05, -0.23], [0.31, -0.37, -0.47], [-0.30, -0.35, -0.12], [-0.05, 0.30, -0.19], [-0.05, 0.63, 0.07], [-0.20, -0.09, 0.24], [-0.41, 0.02, 0.28], [-0.16, -0.01, 0.23], [-0.02, 0.03, 0.05], [-0.03, -0.41, -0.22], [-0.49, 0.17, 0.27], [-0.43, -0.18, 0.27], [0.35, 0.27, -0.18], [0.14, 0.14, -0.44], [-0.38, -0.51, 0.55], [-0.13, 0.28, 0.35], [-0.16, 0.38, 0.18], [0.29, -0.69, -0.42]], "homo_lumo_gap_ev": 12.279, "multiplicity": 1, "energy_ev": -11056.57956, "charge": 1, "lumo_energy_ev": -2.8289, "e_above_lowest_kj_mol": 0.0, "fmax_ev_per_a": 1.30}

---

Record 5
{"formula": "CH2N2OS", "method": "wB97M-V/def2-TZVPD", "elements": ["N", "N", "O", "C", "S", "H", "H"], "coordinates": [[-4.94756, 0.98053, -0.43066], [-4.50207, -0.03106, -0.30380], [-4.03667, -1.07736, -0.14350], [-1.09459, 2.24096, 0.45209], [-1.32063, 0.64509, 0.44773], [-0.02137, 2.65434, 0.67499], [-1.93546, 2.76993, 0.54394]], "atomic_forces_ev_per_a": [[-0.20, 0.51, -0.16], [-0.60, 1.41, -0.01], [0.74, -1.99, 0.16], [4.81, -2.61, 1.24], [0.31, 0.19, -0.33], [-2.25, -0.38, -0.83], [-2.81, 2.86, -0.07]], "homo_lumo_gap_ev": 8.484, "multiplicity": 1, "energy_ev": -16928.98837, "lumo_energy_ev": -0.5689, "e_above_lowest_kj_mol": 128.1, "fmax_ev_per_a": 5.61, "smiles": "N#[N+][O-].C=S"}

---

Record 6
{"formula": "C2H6ClNO3S", "method": "wB97M-V/def2-TZVPD", "elements": ["O", "S", "O", "O", "C", "C", "N", "Cl", "H", "H", "H", "H", "H", "H"], "coordinates": [[2.39533, 1.50376, 0.23044], [1.79213, -0.03919, 0.28053], [1.80765, -0.78196, 1.48667], [2.15224, -1.07881, -0.84538], [0.03760, 0.48538, -0.04224], [-1.09871, -0.43125, 0.28732], [-2.23404, 0.51427, 0.16502], [-3.89639, -0.14304, 0.21090], [3.02730, -0.79283, -1.36187], [-0.15988, 0.66021, -1.10063], [0.36029, 1.29607, 0.67593], [-1.04563, -1.40057, -0.39296], [-1.03233, -0.87894, 1.23082], [-2.10556, 1.08688, -0.82456]], "atomic_forces_ev_per_a": [[-1.13, -7.05, -0.37], [-0.80, 6.30, -0.29], [0.50, -0.12, 0.91], [3.48, 1.25, -2.40], [2.31, -0.56, 0.74], [-0.45, -1.55, -1.73], [-0.02, 1.24, -2.67], [1.48, 0.15, -0.25], [-2.61, -0.79, 1.50], [1.05, 1.11, 0.07], [-2.21, 0.15, -1.08], [-0.50, 2.06, 0.61], [-0.22, -0.07, 1.81], [-0.89, -2.13, 3.14]], "homo_lumo_gap_ev": 9.734, "multiplicity": 1, "energy_ev": -33157.12198, "lumo_energy_ev": -0.0665, "e_above_lowest_kj_mol": 371.4, "fmax_ev_per_a": 7.15, "smiles": "O=S(=O)(O)CCNCl"}